# 1
{
  "formula": "C20H20N4O4S3",
  "method": "wB97M-V/def2-TZVPD",
  "total_charge": 0,
  "energy_ha": -2488.0401,
  "max_force_ev_per_a": 19.78,
  "elements": ["C", "C", "C", "C", "C", "C", "C", "H", "C", "H", "H", "H", "H", "C", "O", "N", "H", "C", "H", "C", "N", "C", "O", "C", "C", "C", "H", "H", "S", "C", "N", "N", "C", "C", "H", "H", "H", "S", "C", "H", "H", "S", "C", "O", "O", "H", "H", "H", "H", "H", "H"],
  "positions_angstrom": [[4.767, -2.732, 0.364], [3.657, -2.046, 1.040], [2.831, -1.130, 0.475], [1.999, -0.432, 1.247], [1.926, -0.765, 2.444], [2.644, -1.759, 3.263], [3.638, -2.307, 2.601], [4.195, -3.317, 2.815], [2.418, -2.313, 4.600], [3.181, -1.810, 5.218], [2.265, -3.482, 4.840], [1.493, -1.980, 5.024], [1.145, -0.241, 3.039], [1.061, 0.535, 0.762], [0.015, 0.636, 0.895], [1.778, 1.491, -0.016], [2.767, 1.491, -0.386], [0.997, 2.470, -0.776], [1.463, 3.144, -1.293], [-0.068, 1.833, -1.759], [-1.039, 2.297, -1.142], [-0.320, 2.828, 0.117], [-0.595, 3.458, 0.958], [-2.464, 2.285, -1.268], [-2.789, 1.700, -2.878], [-4.251, 1.661, -3.131], [-4.798, 2.337, -2.521], [-4.489, 1.700, -4.144], [-4.581, -0.098, -2.715], [-3.381, -0.661, -1.788], [-2.153, -0.748, -2.122], [-1.220, -1.211, -1.279], [-1.961, -1.690, -0.168], [-1.136, -2.207, 0.943], [-0.237, -2.710, 0.670], [-1.146, -1.625, 1.753], [-1.843, -3.099, 1.312], [-3.745, -1.441, -0.072], [-1.798, 1.752, -3.807], [-2.166, 2.169, -4.576], [-1.700, 0.890, -3.972], [-0.147, 2.530, -3.268], [-3.340, 2.474, -0.294], [-4.225, 1.809, -0.107], [-3.138, 3.461, 0.320], [-3.874, 3.769, 0.972], [-0.053, 0.873, -1.989], [3.107, -0.669, -0.559], [4.503, -2.977, -0.801], [5.811, -2.300, 0.498], [4.996, -3.842, 0.663]],
  "mulliken_charge": [-1.27, 0.35, -0.71, 0.54, 0.44, -0.02, -0.62, 0.21, -1.47, 0.34, 0.29, 0.40, 0.34, 0.29, -0.38, -0.20, 0.38, -0.92, 0.87, -0.31, 0.57, -0.04, -0.39, 0.80, 0.35, -0.84, 0.38, 0.54, -0.30, 0.36, -0.03, -0.54, 0.73, -1.36, 0.35, 0.34, 0.41, -0.10, -2.32, 0.97, 0.79, -0.28, 0.19, -0.54, -0.41, 0.41, 0.28, 0.23, 0.30, 0.28, 0.35]
}

---

# 2
{
  "formula": "C21H36BINO7",
  "method": "wB97M-V/def2-TZVPD",
  "total_charge": -1,
  "energy_ha": -1725.7915,
  "max_force_ev_per_a": 0.92,
  "elements": ["C", "C", "C", "C", "C", "C", "C", "C", "C", "C", "C", "C", "O", "C", "C", "O", "C", "C", "B", "I", "O", "N", "O", "C", "C", "H", "H", "H", "H", "H", "H", "H", "H", "H", "H", "H", "H", "H", "H", "H", "H", "H", "H", "H", "H", "H", "H", "H", "H", "H", "H", "H", "H", "H", "H", "C", "O", "C", "O", "O", "C", "H", "H", "H", "H", "H", "H"],
  "positions_angstrom": [[4.472, 0.609, 0.792], [4.068, -0.315, -0.361], [4.149, -1.760, 0.193], [5.059, -0.223, -1.530], [2.579, -0.100, -0.740], [2.163, 0.977, -1.772], [2.867, 2.316, -1.553], [2.366, 0.515, -3.234], [0.636, 1.202, -1.616], [-0.213, 0.189, -1.192], [-1.584, 0.364, -1.048], [-2.160, 1.596, -1.331], [-3.474, 1.890, -1.219], [-4.322, 0.899, -0.644], [-5.716, 1.472, -0.468], [-6.586, 0.817, -1.356], [-7.967, 1.145, -1.138], [-8.732, 0.007, -0.435], [-10.077, -0.426, -1.211], [-10.755, -2.428, -0.284], [-9.792, -0.527, -2.697], [-10.400, -1.476, -3.421], [-10.488, -1.175, -4.569], [-1.333, 2.618, -1.789], [0.023, 2.423, -1.925], [4.282, 1.661, 0.590], [5.517, 0.453, 1.064], [3.876, 0.343, 1.669], [3.204, -1.989, 0.690], [4.962, -1.866, 0.910], [4.237, -2.467, -0.634], [4.639, -0.590, -2.464], [5.914, -0.868, -1.308], [5.479, 0.774, -1.666], [2.063, 0.157, 0.189], [2.176, -1.054, -1.083], [2.551, 3.046, -2.296], [2.655, 2.708, -0.557], [3.948, 2.226, -1.647], [2.332, -0.571, -3.320], [1.632, 0.976, -3.892], [3.349, 0.825, -3.597], [0.166, -0.797, -0.961], [-2.179, -0.467, -0.698], [-4.369, 0.025, -1.299], [-3.912, 0.563, 0.313], [-6.054, 1.314, 0.562], [-5.673, 2.545, -0.689], [-8.014, 2.044, -0.513], [-8.403, 1.401, -2.102], [-8.042, -0.833, -0.336], [-9.026, 0.344, 0.561], [-11.006, 0.330, -1.044], [-1.781, 3.571, -2.035], [0.598, 3.265, -2.280], [6.942, -3.647, 3.659], [5.967, -2.634, 3.918], [5.842, -2.305, 5.202], [6.466, -2.779, 6.115], [4.909, -1.361, 5.299], [4.664, -0.908, 6.633], [6.928, -3.805, 2.585], [7.931, -3.317, 3.971], [6.681, -4.571, 4.171], [5.564, -0.473, 7.061], [4.315, -1.728, 7.258], [3.890, -0.151, 6.552]],
  "mulliken_charge": [-1.92, 2.81, -2.00, -1.95, -2.61, 3.39, -2.14, -1.86, -0.18, -0.50, -0.89, 0.64, -0.33, -0.50, -0.52, -0.36, -0.48, -0.71, 0.40, -0.35, -0.35, 0.15, -0.42, -1.01, -0.20, 0.31, 0.49, 0.43, 0.39, 0.46, 0.43, 0.30, 0.52, 0.34, 0.67, 0.53, 0.57, 0.37, 0.35, 0.39, 0.42, 0.38, 0.26, 0.46, 0.37, 0.41, 0.31, 0.21, 0.32, 0.37, 0.27, 0.22, -0.21, 0.39, 0.17, -0.68, -0.20, 0.73, -0.56, -0.27, -0.65, 0.19, 0.32, 0.31, 0.30, 0.30, 0.21]
}